Here is a molecular structure, C3H9CdO3 at a distorted geometry from the OMol25 dataset. Energies are from ωB97M-V with the def2-TZVPD basis set.

Geometry as XYZ:
```
16
Properties=species:S:1:pos:R:3
O -0.04357 -3.09935 1.55225
H 0.64941 -3.29481 0.83945
H 0.32845 -3.46471 2.36028
C -1.33846 1.94881 0.47988
O -0.60958 0.77265 0.14635
C 0.36291 0.94683 -0.90205
C 0.94606 -0.41676 -1.25017
H -2.03912 1.68819 1.27967
H -0.65107 2.73340 0.82557
H -1.88745 2.29814 -0.40426
H 1.13983 1.63292 -0.52908
H -0.13933 1.39804 -1.76976
H 0.23179 -0.92928 -1.92397
H 1.87724 -0.23052 -1.81555
Cd -0.02208 -0.77959 1.23757
O 1.19498 -1.20397 -0.12618
```

net charge = +1
LUMO = -5.53 eV
molar mass = 205.51 g mol⁻¹
energy = -13954.6499 eV
HOMO = -13.5 eV

Here is 8 unconnected molecules or ions with the total composition C38H78F3N2O12P2S2 at a distorted geometry from the OMol25 dataset. Energies are from ωB97M-V with the def2-TZVPD basis set.

Geometry as XYZ:
```
137
Properties=species:S:1:pos:R:3
C -3.88686 4.78196 -6.07112
C -2.92257 4.37059 -4.91534
C -3.41697 4.45843 -3.55214
C -2.52128 4.03105 -2.48109
C -1.17594 3.53283 -2.74458
C -0.23472 3.03447 -1.59910
C -0.61011 1.62352 -0.99722
C 0.63204 1.18528 -0.12043
O 1.77777 0.76873 -0.89566
C 2.47230 -0.25906 -0.31549
F 3.63056 -0.42216 -1.02505
F 1.82311 -1.46268 -0.39107
F 2.81327 0.02361 0.97787
C -1.75756 1.68302 0.10725
C -1.61665 2.67556 1.32984
P -3.20074 3.44227 1.92679
O -2.87027 4.12770 3.20542
O -4.40842 2.34411 2.28338
O -3.78015 4.66218 0.90504
N -3.04613 1.53915 -0.60618
C -2.79878 0.89758 -1.72652
S -4.06432 0.51119 -2.95063
C -1.29569 0.53052 -1.92061
N -1.00235 0.48226 -3.36671
C 0.20146 0.42143 -3.63032
S 1.70848 0.61659 -4.10669
P -1.23403 -1.32848 -1.38753
C -2.79464 -1.75990 -0.46165
O -1.38834 -2.19425 -2.82713
C -0.72018 3.49953 -4.14432
C -1.56691 3.91006 -5.24666
H -3.53459 4.26709 -7.00261
H -4.88934 4.32579 -5.83449
H -4.01130 5.88431 -6.19198
H -4.42915 4.80963 -3.25984
H -2.86666 4.05692 -1.42301
H 0.83621 2.99785 -1.94899
H -0.24921 3.84880 -0.81913
H 0.91370 2.06740 0.52103
H 0.39667 0.35018 0.59831
H -1.67398 0.67962 0.62636
H -0.89037 3.50999 1.18100
H -1.22644 2.07613 2.19826
H -5.23125 2.68617 1.87557
H -4.75705 4.53381 0.81056
H -3.98279 1.85811 -0.36753
H -5.18286 0.27528 -2.18476
H -2.69886 -2.79545 -0.04508
H -3.01351 -1.06179 0.38379
H -3.69575 -1.72577 -1.13959
H -0.50467 -2.31901 -3.21756
H 0.31915 3.13322 -4.32959
H -1.25091 3.89314 -6.31345
C -6.27262 4.10878 5.49465
C -6.42604 2.95318 6.47018
C -5.11798 2.65687 7.18646
O -6.85681 1.78848 5.76466
H -5.53325 3.87052 4.72360
H -7.21652 4.30396 4.97961
H -5.95996 5.02042 6.00741
H -7.19980 3.19128 7.20288
H -4.33964 2.37131 6.47196
H -5.24005 1.81840 7.87529
H -4.77085 3.52484 7.75057
H -6.17809 1.57004 5.11476
C -8.33474 6.34697 -0.86880
C -7.21715 5.39713 -1.26492
C -7.56523 4.63011 -2.53098
O -6.97577 4.47138 -0.19696
H -9.25864 5.79741 -0.66554
H -8.07634 6.88251 0.04677
H -8.52968 7.07638 -1.65662
H -6.29356 5.96027 -1.41855
H -8.46332 4.02296 -2.38363
H -6.75793 3.94277 -2.79856
H -7.73774 5.30862 -3.36822
H -7.78587 3.96675 -0.05195
C 7.35291 0.36868 -2.61142
C 6.77888 1.70406 -2.16505
C 6.80251 1.83668 -0.65076
O 5.43436 1.82429 -2.63247
H 6.76505 -0.46240 -2.20824
H 7.31992 0.28124 -3.69978
H 8.38830 0.25489 -2.28299
H 7.35115 2.51837 -2.61457
H 6.19726 1.05646 -0.18137
H 6.37767 2.79500 -0.34303
H 7.82029 1.76580 -0.26372
H 4.92054 1.10794 -2.24020
C 5.80921 -1.45161 2.64724
C 7.08658 -0.64585 2.83003
C 7.48986 -0.57351 4.29441
O 6.89336 0.67404 2.32282
H 4.97649 -0.98763 3.18524
H 5.52573 -1.48662 1.59248
H 5.93167 -2.47431 3.01012
H 7.89284 -1.09915 2.24932
H 6.71361 -0.08043 4.88761
H 8.40121 0.01588 4.41196
H 7.66262 -1.56987 4.70660
H 6.18231 1.08562 2.82889
C -0.28870 -5.37491 2.29992
C -0.89521 -4.04527 2.71804
C -0.89438 -3.88812 4.23044
O -2.23667 -3.95874 2.23077
H -0.86532 -6.20995 2.70783
H -0.30563 -5.47944 1.21260
H 0.74401 -5.46354 2.64322
H -0.33274 -3.22543 2.26312
H -1.49063 -4.67385 4.70312
H -1.34231 -2.93417 4.51744
H 0.12012 -3.93227 4.63148
H -2.74369 -4.67902 2.62625
C 11.11177 -2.36772 -4.24892
C 10.06009 -3.30730 -4.81839
C 8.74687 -2.58163 -5.06728
O 9.84350 -4.38561 -3.90995
H 10.78676 -1.95693 -3.28791
H 12.04507 -2.90372 -4.06544
H 11.31311 -1.53932 -4.93159
H 10.42261 -3.74084 -5.75274
H 8.34164 -2.17761 -4.13417
H 7.99811 -3.26964 -5.46573
H 8.87790 -1.75961 -5.77457
H 9.52291 -4.01377 -3.07952
C -1.45098 -9.43622 0.88769
C -1.51342 -9.40544 2.40717
C -0.89200 -10.65426 3.01277
O -2.87375 -9.29924 2.82465
H -2.00657 -10.29187 0.49303
H -1.91010 -8.53858 0.46699
H -0.41899 -9.49856 0.53560
H -0.99208 -8.52011 2.77781
H -1.42868 -11.55119 2.68981
H -0.95371 -10.62295 4.10240
H 0.15677 -10.75350 2.72495
H -3.34490 -10.07712 2.50236
```

net charge = +1
LUMO = -4.02 eV
molar mass = 938.12 g mol⁻¹
energy = -116615.3924 eV
HOMO = -11.3 eV

Here is 7 unconnected molecules or ions with the total composition C11H36O11 at a distorted geometry from the OMol25 dataset. Energies are from ωB97M-V with the def2-TZVPD basis set.

Geometry as XYZ:
```
58
Properties=species:S:1:pos:R:3
O 0.96993 5.04860 0.28263
C 2.16987 4.36007 -0.06243
C 1.89215 2.84146 0.00962
O 3.13075 2.20258 -0.08655
H 1.07601 5.99051 0.13046
H 2.38167 4.59025 -1.10658
H 2.98304 4.66831 0.59472
H 1.16542 2.45811 -0.70662
H 1.49670 2.47421 0.95664
H 3.03334 1.33752 0.31815
O -3.92169 3.41498 2.48284
C -4.81355 3.35808 1.43550
C -4.39995 2.30699 0.39211
O -4.83869 1.02052 0.95121
H -3.07648 3.57156 2.05541
H -5.82624 3.24631 1.82287
H -4.93188 4.33165 0.95984
H -3.32124 2.23938 0.25101
H -4.78267 2.38760 -0.62530
H -4.57126 0.26790 0.41862
O 4.00668 -3.53651 -2.19597
C 2.64202 -3.77524 -2.51810
C 1.76748 -2.58627 -2.08300
O 1.75631 -2.28793 -0.67571
H 4.08057 -3.13892 -1.32530
H 2.50426 -3.80695 -3.59889
H 2.40257 -4.75957 -2.11579
H 0.74036 -2.83953 -2.34567
H 1.96388 -1.66984 -2.63949
H 2.66009 -2.35784 -0.35967
O 3.17629 -0.46176 1.51907
C 2.63249 -0.98599 2.76474
C 3.66456 -1.78316 3.60133
O 4.05484 -2.93110 2.90235
H 3.74627 -1.10834 1.09638
H 2.26723 -0.22938 3.45916
H 1.80780 -1.62927 2.45785
H 3.38439 -1.96792 4.63838
H 4.45787 -1.03567 3.60563
H 4.36421 -2.67840 2.02941
C -0.96732 -0.40298 -3.62704
O -1.71393 -1.52791 -3.99521
H 0.10100 -0.61403 -3.67461
H -1.06618 0.54749 -4.15138
H -1.14347 -0.16574 -2.57785
H -2.58074 -1.39214 -3.60558
C -3.85147 -2.59637 0.21674
O -4.41633 -1.42674 -0.37899
H -4.18555 -2.62429 1.25391
H -4.29669 -3.45586 -0.28442
H -2.76282 -2.59298 0.16256
H -4.03087 -1.34945 -1.25480
C -0.74794 0.35653 0.71528
O -0.06744 -0.04283 -0.45798
H -1.80990 0.11339 0.75056
H -0.34312 -0.11908 1.60859
H -0.63098 1.42965 0.86636
H 0.61844 -0.68375 -0.25702
```

LUMO = -0.42 eV
molar mass = 344.40 g mol⁻¹
SMILES string = OCCO.OCCO.OCCO.OCCO.CO.CO.CO
energy = -34508.2832 eV
HOMO = -9.8 eV
relative energy (zero: lowest compared OMol25 entry of this formula, charge and spin) = 39.29 kcal/mol

Look up the energy of the third one. -34508.2832 eV

Which formula does entry 3 have? C11H36O11

Among the records above, which one has the highest energy? C3H9CdO3